Formula: C25H48Cl2MoO2P2
Source: the Open Molecules 2025 dataset
Level of theory: ωB97M-V with the def2-TZVPD basis set

Structure (XYZ):
```
80
C25H48Cl2MoO2P2 (ωB97M-V with the def2-TZVPD basis set)
Mo 1.30 -0.40 0.96
Cl 0.12 0.38 -0.98
P 2.60 1.53 0.82
C 2.46 3.33 0.56
C 3.37 1.09 2.44
C 3.50 0.87 -0.63
C 1.05 3.85 0.88
H 2.62 3.43 -0.53
C 3.56 4.09 1.30
H 3.53 3.91 2.38
H 3.42 5.17 1.13
H 4.56 3.82 0.93
H 0.31 3.41 0.20
H 1.02 4.94 0.78
H 0.76 3.60 1.91
H 3.06 1.44 -1.47
C 3.30 -0.64 -0.90
C 4.99 1.26 -0.51
H 5.14 2.34 -0.67
H 5.54 0.72 -1.30
H 5.41 0.97 0.46
H 2.58 -1.20 -0.23
H 4.25 -1.19 -0.83
H 2.96 -0.78 -1.94
C 2.45 1.51 3.61
H 4.31 1.65 2.49
C 3.61 -0.42 2.46
H 2.21 2.58 3.59
H 2.95 1.28 4.56
H 1.50 0.93 3.60
H 2.62 -0.99 2.39
H 4.05 -0.66 3.44
H 4.31 -0.77 1.69
Cl -0.16 -1.36 2.48
H 0.88 1.22 1.25
P -3.08 -1.14 -1.34
C -2.85 -1.46 -3.11
C -3.72 -2.52 -0.32
C -3.73 0.53 -1.01
C -1.39 -1.91 -3.32
H -2.97 -0.45 -3.56
C -3.90 -2.39 -3.75
H -3.76 -3.43 -3.44
H -3.77 -2.33 -4.84
H -4.92 -2.06 -3.51
H -0.77 -1.05 -3.62
H -1.32 -2.67 -4.10
H -0.91 -2.32 -2.41
H -3.21 1.15 -1.76
C -3.27 1.02 0.38
C -5.24 0.66 -1.23
H -5.47 0.59 -2.30
H -5.56 1.65 -0.89
H -5.81 -0.10 -0.69
H -2.23 0.71 0.61
H -3.93 0.66 1.18
H -3.29 2.11 0.40
C -2.85 -3.78 -0.55
H -4.75 -2.70 -0.69
C -3.76 -2.14 1.17
H -3.05 -4.24 -1.52
H -3.05 -4.51 0.25
H -1.78 -3.53 -0.49
H -2.76 -1.81 1.51
H -4.02 -3.02 1.76
H -4.49 -1.35 1.38
O 2.17 -3.63 -2.16
C 1.42 -3.67 -1.16
O 0.30 -3.12 -0.96
C 2.01 -4.40 0.03
C 3.25 -5.06 -0.08
C 3.88 -5.60 1.04
C 3.27 -5.51 2.31
C 2.02 -4.89 2.42
C 1.38 -4.39 1.29
H 3.73 -5.11 -1.06
H 4.84 -6.10 0.93
H 3.77 -5.91 3.19
H 1.53 -4.80 3.40
H 0.40 -3.93 1.36
```

<S²>: 2.02
Calculated total energy: -2803.007773 Ha
Spin multiplicity: 3
Energy above the lowest of the compared OMol25 structures with the same formula, charge and spin: 0.0 kJ/mol
Kohn-Sham gap (alpha / beta): 4.32 / 4.19 eV
Net charge: 0

---

Formula: C25H48Cl2N2O4P
Source: the Open Molecules 2025 dataset
Level of theory: ωB97M-V with the def2-TZVPD basis set

Structure (XYZ):
```
82
C25H48Cl2N2O4P (ωB97M-V with the def2-TZVPD basis set)
C -0.84 2.96 4.00
C -2.24 2.34 3.81
Cl -2.19 0.58 4.03
C -2.81 2.63 2.42
P -4.60 2.85 2.44
C -4.96 4.28 3.49
C -6.30 4.88 3.11
O -7.16 4.22 2.58
C -5.36 1.33 3.08
C -5.84 1.49 4.50
O -5.15 1.83 5.43
Cl -7.55 1.15 4.70
H -0.54 3.47 3.10
H -0.87 3.67 4.80
H -0.14 2.19 4.27
H -2.87 2.72 4.61
H -2.39 3.55 2.02
H -2.60 1.79 1.75
H -5.06 3.10 1.15
H -4.17 5.00 3.32
H -4.94 4.00 4.54
H -6.43 5.94 3.34
H -6.17 1.02 2.44
H -4.59 0.56 3.07
C -1.58 -0.18 -2.81
C -1.15 -0.09 -1.34
C -0.21 -1.24 -0.98
C -0.92 -2.59 -0.86
C -2.07 -2.49 0.14
C -3.06 -1.38 -0.19
N -2.34 -0.09 -0.43
O -2.06 0.50 0.69
C -3.91 -1.78 -1.41
C -4.03 -1.19 0.97
C -0.40 1.23 -1.23
H -0.70 -0.28 -3.44
H -2.22 -1.03 -3.05
H -2.11 0.72 -3.12
H 0.29 -1.02 -0.03
H 0.58 -1.30 -1.73
H -1.28 -2.92 -1.83
H -0.21 -3.34 -0.52
H -2.61 -3.44 0.19
H -1.65 -2.32 1.14
H -4.41 -0.91 -1.84
H -4.68 -2.49 -1.10
H -3.34 -2.28 -2.19
H -3.52 -1.00 1.91
H -4.62 -2.10 1.09
H -4.72 -0.36 0.77
H -1.06 2.08 -1.40
H 0.38 1.26 -1.98
H 0.07 1.36 -0.25
C 5.00 -0.32 -3.85
C 4.43 -0.46 -2.43
C 5.23 0.38 -1.44
C 6.60 -0.22 -1.12
C 6.44 -1.65 -0.62
C 5.67 -2.55 -1.59
N 4.39 -1.89 -2.00
O 3.47 -2.07 -1.11
C 6.55 -2.87 -2.81
C 5.35 -3.88 -0.93
C 3.00 0.07 -2.51
H 5.10 0.73 -4.11
H 5.98 -0.76 -3.99
H 4.34 -0.78 -4.58
H 4.66 0.48 -0.51
H 5.34 1.39 -1.85
H 7.25 -0.17 -1.99
H 7.08 0.39 -0.35
H 7.42 -2.10 -0.44
H 5.92 -1.64 0.34
H 5.95 -3.25 -3.64
H 7.27 -3.64 -2.55
H 7.14 -2.02 -3.17
H 4.81 -3.75 0.01
H 6.29 -4.40 -0.70
H 4.76 -4.51 -1.58
H 2.38 -0.57 -3.14
H 3.01 1.07 -2.94
H 2.53 0.13 -1.53
```

<S²>: 2.01
Calculated total energy: -2653.229707 Ha
Spin multiplicity: 3
Kohn-Sham gap (alpha / beta): 6.96 / 8.02 eV
Net charge: +1

---

Formula: C25H48Cl3DyN4O3SSi
Source: the Open Molecules 2025 dataset
Level of theory: ωB97M-V with the def2-TZVPD basis set

Structure (XYZ):
```
86
C25H48Cl3DyN4O3SSi (ωB97M-V with the def2-TZVPD basis set)
C 2.06 4.79 -0.79
C 3.05 3.98 -1.56
H 2.48 4.96 0.20
H 1.09 4.30 -0.65
H 1.94 5.77 -1.30
C 4.31 4.47 -1.65
C 4.83 5.66 -0.92
H 5.03 4.10 -2.37
H 4.73 5.55 0.17
H 4.33 6.60 -1.20
H 5.90 5.78 -1.14
Dy -0.28 1.05 -0.57
Cl -2.58 1.89 0.06
Cl -0.55 1.81 -3.01
C -1.18 -1.67 -2.30
O -0.74 -1.15 -1.22
N -0.99 -2.94 -2.65
C -0.32 -3.90 -1.76
C -1.38 -3.39 -3.98
H -1.73 -1.06 -3.03
H -0.84 -3.94 -0.79
H 0.74 -3.61 -1.60
H -0.36 -4.86 -2.27
H -2.41 -3.09 -4.20
H -1.31 -4.48 -4.00
H -0.73 -2.98 -4.76
H -2.03 0.52 5.45
H 0.73 1.66 3.15
C -1.20 -0.12 5.12
C 0.68 0.78 3.82
N -0.70 0.32 3.82
H -1.55 -1.16 5.09
C -1.31 0.05 2.65
O -0.73 -0.03 1.54
H 1.36 0.01 3.45
H -2.41 -0.08 2.69
H -0.37 -0.02 5.83
H 0.97 1.06 4.84
O 1.91 1.73 -1.37
C 2.49 2.75 -2.29
C 4.80 1.92 -3.01
C 3.47 2.15 -3.32
H 5.15 2.17 -2.01
C 5.70 1.40 -3.94
H 1.63 3.12 -2.87
C 3.01 1.89 -4.62
H 6.72 1.20 -3.61
C 5.26 1.16 -5.24
C 3.92 1.40 -5.57
H 1.97 2.11 -4.85
H 5.96 0.77 -5.98
H 3.57 1.22 -6.59
Si 2.65 0.17 -0.94
Cl 1.35 2.40 1.30
C 4.46 0.15 -0.61
C 2.12 -0.84 -2.46
C 1.89 -0.84 0.48
H 5.07 0.07 -1.52
H 4.66 -0.76 -0.01
H 4.75 1.02 -0.01
H 2.67 -1.56 0.81
H 1.02 -1.44 0.14
H 1.61 -0.21 1.34
H 2.93 -0.99 -3.19
H 1.27 -0.37 -3.00
H 1.77 -1.83 -2.14
C -4.01 -4.14 4.05
N -5.11 -3.23 3.78
C -6.45 -3.82 3.93
C -4.94 -2.30 2.78
S -3.60 -2.30 1.75
N -5.99 -1.41 2.66
C -6.53 -0.83 3.91
C -6.03 -0.52 1.49
H -4.23 -4.67 4.99
H -3.08 -3.56 4.15
H -3.87 -4.86 3.23
H -6.84 -3.56 4.92
H -7.13 -3.44 3.17
H -6.38 -4.91 3.85
H -6.42 0.27 3.89
H -7.60 -1.07 4.01
H -6.00 -1.25 4.77
H -5.23 0.24 1.53
H -5.86 -1.15 0.61
H -7.02 -0.06 1.45
```

<S²>: 9.33
Calculated total energy: -4379.667987 Ha
Spin multiplicity: 6
Energy above the lowest of the compared OMol25 structures with the same formula, charge and spin: 178.7 kJ/mol
Kohn-Sham gap (alpha / beta): 8.50 / 8.50 eV
Net charge: 0

---

Copy entry 2 word for word.
Formula: C25H48Cl2N2O4P
Source: the Open Molecules 2025 dataset
Level of theory: ωB97M-V with the def2-TZVPD basis set

Structure (XYZ):
```
82
C25H48Cl2N2O4P (ωB97M-V with the def2-TZVPD basis set)
C -0.84 2.96 4.00
C -2.24 2.34 3.81
Cl -2.19 0.58 4.03
C -2.81 2.63 2.42
P -4.60 2.85 2.44
C -4.96 4.28 3.49
C -6.30 4.88 3.11
O -7.16 4.22 2.58
C -5.36 1.33 3.08
C -5.84 1.49 4.50
O -5.15 1.83 5.43
Cl -7.55 1.15 4.70
H -0.54 3.47 3.10
H -0.87 3.67 4.80
H -0.14 2.19 4.27
H -2.87 2.72 4.61
H -2.39 3.55 2.02
H -2.60 1.79 1.75
H -5.06 3.10 1.15
H -4.17 5.00 3.32
H -4.94 4.00 4.54
H -6.43 5.94 3.34
H -6.17 1.02 2.44
H -4.59 0.56 3.07
C -1.58 -0.18 -2.81
C -1.15 -0.09 -1.34
C -0.21 -1.24 -0.98
C -0.92 -2.59 -0.86
C -2.07 -2.49 0.14
C -3.06 -1.38 -0.19
N -2.34 -0.09 -0.43
O -2.06 0.50 0.69
C -3.91 -1.78 -1.41
C -4.03 -1.19 0.97
C -0.40 1.23 -1.23
H -0.70 -0.28 -3.44
H -2.22 -1.03 -3.05
H -2.11 0.72 -3.12
H 0.29 -1.02 -0.03
H 0.58 -1.30 -1.73
H -1.28 -2.92 -1.83
H -0.21 -3.34 -0.52
H -2.61 -3.44 0.19
H -1.65 -2.32 1.14
H -4.41 -0.91 -1.84
H -4.68 -2.49 -1.10
H -3.34 -2.28 -2.19
H -3.52 -1.00 1.91
H -4.62 -2.10 1.09
H -4.72 -0.36 0.77
H -1.06 2.08 -1.40
H 0.38 1.26 -1.98
H 0.07 1.36 -0.25
C 5.00 -0.32 -3.85
C 4.43 -0.46 -2.43
C 5.23 0.38 -1.44
C 6.60 -0.22 -1.12
C 6.44 -1.65 -0.62
C 5.67 -2.55 -1.59
N 4.39 -1.89 -2.00
O 3.47 -2.07 -1.11
C 6.55 -2.87 -2.81
C 5.35 -3.88 -0.93
C 3.00 0.07 -2.51
H 5.10 0.73 -4.11
H 5.98 -0.76 -3.99
H 4.34 -0.78 -4.58
H 4.66 0.48 -0.51
H 5.34 1.39 -1.85
H 7.25 -0.17 -1.99
H 7.08 0.39 -0.35
H 7.42 -2.10 -0.44
H 5.92 -1.64 0.34
H 5.95 -3.25 -3.64
H 7.27 -3.64 -2.55
H 7.14 -2.02 -3.17
H 4.81 -3.75 0.01
H 6.29 -4.40 -0.70
H 4.76 -4.51 -1.58
H 2.38 -0.57 -3.14
H 3.01 1.07 -2.94
H 2.53 0.13 -1.53
```

<S²>: 2.01
Calculated total energy: -2653.229707 Ha
Spin multiplicity: 3
Kohn-Sham gap (alpha / beta): 6.96 / 8.02 eV
Net charge: +1

---

What did the third record say?
Formula: C25H48Cl3DyN4O3SSi
Source: the Open Molecules 2025 dataset
Level of theory: ωB97M-V with the def2-TZVPD basis set

Structure (XYZ):
```
86
C25H48Cl3DyN4O3SSi (ωB97M-V with the def2-TZVPD basis set)
C 2.06 4.79 -0.79
C 3.05 3.98 -1.56
H 2.48 4.96 0.20
H 1.09 4.30 -0.65
H 1.94 5.77 -1.30
C 4.31 4.47 -1.65
C 4.83 5.66 -0.92
H 5.03 4.10 -2.37
H 4.73 5.55 0.17
H 4.33 6.60 -1.20
H 5.90 5.78 -1.14
Dy -0.28 1.05 -0.57
Cl -2.58 1.89 0.06
Cl -0.55 1.81 -3.01
C -1.18 -1.67 -2.30
O -0.74 -1.15 -1.22
N -0.99 -2.94 -2.65
C -0.32 -3.90 -1.76
C -1.38 -3.39 -3.98
H -1.73 -1.06 -3.03
H -0.84 -3.94 -0.79
H 0.74 -3.61 -1.60
H -0.36 -4.86 -2.27
H -2.41 -3.09 -4.20
H -1.31 -4.48 -4.00
H -0.73 -2.98 -4.76
H -2.03 0.52 5.45
H 0.73 1.66 3.15
C -1.20 -0.12 5.12
C 0.68 0.78 3.82
N -0.70 0.32 3.82
H -1.55 -1.16 5.09
C -1.31 0.05 2.65
O -0.73 -0.03 1.54
H 1.36 0.01 3.45
H -2.41 -0.08 2.69
H -0.37 -0.02 5.83
H 0.97 1.06 4.84
O 1.91 1.73 -1.37
C 2.49 2.75 -2.29
C 4.80 1.92 -3.01
C 3.47 2.15 -3.32
H 5.15 2.17 -2.01
C 5.70 1.40 -3.94
H 1.63 3.12 -2.87
C 3.01 1.89 -4.62
H 6.72 1.20 -3.61
C 5.26 1.16 -5.24
C 3.92 1.40 -5.57
H 1.97 2.11 -4.85
H 5.96 0.77 -5.98
H 3.57 1.22 -6.59
Si 2.65 0.17 -0.94
Cl 1.35 2.40 1.30
C 4.46 0.15 -0.61
C 2.12 -0.84 -2.46
C 1.89 -0.84 0.48
H 5.07 0.07 -1.52
H 4.66 -0.76 -0.01
H 4.75 1.02 -0.01
H 2.67 -1.56 0.81
H 1.02 -1.44 0.14
H 1.61 -0.21 1.34
H 2.93 -0.99 -3.19
H 1.27 -0.37 -3.00
H 1.77 -1.83 -2.14
C -4.01 -4.14 4.05
N -5.11 -3.23 3.78
C -6.45 -3.82 3.93
C -4.94 -2.30 2.78
S -3.60 -2.30 1.75
N -5.99 -1.41 2.66
C -6.53 -0.83 3.91
C -6.03 -0.52 1.49
H -4.23 -4.67 4.99
H -3.08 -3.56 4.15
H -3.87 -4.86 3.23
H -6.84 -3.56 4.92
H -7.13 -3.44 3.17
H -6.38 -4.91 3.85
H -6.42 0.27 3.89
H -7.60 -1.07 4.01
H -6.00 -1.25 4.77
H -5.23 0.24 1.53
H -5.86 -1.15 0.61
H -7.02 -0.06 1.45
```

<S²>: 9.33
Calculated total energy: -4379.667987 Ha
Spin multiplicity: 6
Energy above the lowest of the compared OMol25 structures with the same formula, charge and spin: 178.7 kJ/mol
Kohn-Sham gap (alpha / beta): 8.50 / 8.50 eV
Net charge: 0